1.
A structure of composition C5H8LiMgO3 in a non-equilibrium geometry, computed with the ωB97M-V functional and the def2-TZVPD basis.

Element x y z (Å)
C 0.069 2.315 3.503
C 0.392 2.979 2.404
H -0.959 2.017 3.737
H 0.853 2.017 4.217
H 1.250 3.596 2.112
Mg -0.240 1.652 0.688
O -0.809 -1.828 -1.210
Li -2.617 -2.785 -1.600
O -2.764 -1.078 -0.667
C -1.547 -0.877 -0.594
O -0.961 0.099 -0.068
C 0.620 -1.704 -1.338
C 1.176 -3.041 -1.759
H 0.835 -0.929 -2.086
H 1.031 -1.387 -0.370
H 0.410 -3.645 -2.264
H 2.005 -2.874 -2.459
H 1.559 -3.599 -0.894

Properties
**HOMO energy (alpha / beta)**: -17.8 / -17.8 eV
**Kohn-Sham gap (alpha / beta)**: 8.97 / 7.22 eV
**2S+1**: 2
**Energy relative to the best compared isomer or geometry (same formula, charge and spin)**: 0.0 kJ/mol
**Charge**: +2
**Lowest unoccupied orbital energy (alpha / beta)**: -8.859 / -10.611 eV

Results of the Mulliken charge analysis, in e, for atoms 1 through 5: -0.28 -0.52 0.35 0.29 0.44

2.
A structure of composition C43H39ClF5IO6P2Tl, computed with the ωB97M-V functional and the def2-TZVPD basis.

Element x y z (Å)
Tl -0.175 0.698 0.780
I -2.255 -0.562 -1.671
C -1.460 -1.047 -3.513
C -2.414 -1.193 -4.485
C -2.081 -1.607 -5.786
C -0.785 -1.895 -6.062
C 0.223 -1.761 -5.075
C 1.534 -2.136 -5.446
C 2.559 -2.061 -4.560
C 2.302 -1.550 -3.282
C 1.054 -1.136 -2.864
P 1.299 -0.405 -1.173
C 2.181 -1.755 -0.327
C 3.447 -1.616 0.237
C 4.081 -2.715 0.798
C 3.467 -3.959 0.789
C 2.209 -4.102 0.220
C 1.566 -3.005 -0.330
C 2.527 0.912 -1.485
C 2.736 1.416 -2.767
C 3.573 2.504 -2.969
C 4.199 3.115 -1.895
C 3.993 2.629 -0.611
C 3.161 1.541 -0.408
C -0.072 -1.288 -3.755
H -3.450 -0.995 -4.246
H -2.854 -1.712 -6.533
H -0.489 -2.239 -7.045
H 1.696 -2.498 -6.453
H 3.561 -2.371 -4.826
H 3.147 -1.460 -2.610
H 3.960 -0.666 0.224
H 5.067 -2.600 1.229
H 3.974 -4.817 1.209
H 1.730 -5.073 0.200
H 0.593 -3.131 -0.795
H 2.246 0.968 -3.620
H 3.727 2.879 -3.973
H 4.846 3.968 -2.055
H 4.475 3.101 0.235
H 3.020 1.182 0.600
F 1.032 3.767 1.758
C 1.524 2.773 2.500
C 1.179 1.458 2.254
C 1.785 0.492 3.039
F 1.534 -0.807 2.809
C 2.672 0.796 4.053
F 3.231 -0.159 4.786
C 2.979 2.126 4.291
F 3.824 2.446 5.254
C 2.410 3.117 3.509
F 2.725 4.386 3.726
C -0.761 -4.696 3.582
C -0.471 -3.405 2.858
O -1.697 -2.666 2.756
P -1.838 -1.140 2.260
O -3.415 -1.055 2.318
C -4.272 -1.669 1.332
C -5.433 -2.311 2.047
O -1.409 -0.230 3.500
C -2.003 -0.297 4.827
C -1.038 -0.966 5.775
H 0.165 -5.254 3.731
H -1.453 -5.317 3.014
H -1.201 -4.499 4.560
H -0.103 -3.596 1.853
H 0.274 -2.815 3.391
H -3.705 -2.407 0.759
H -4.596 -0.874 0.659
H -5.090 -3.116 2.696
H -6.135 -2.722 1.320
H -5.960 -1.573 2.651
H -2.957 -0.818 4.767
H -2.200 0.736 5.107
H -0.817 -1.984 5.453
H -1.474 -1.014 6.774
H -0.102 -0.408 5.840
C 0.520 3.996 -2.093
C -0.926 3.651 -2.297
C -1.465 3.539 -3.569
C -2.812 3.264 -3.741
Cl -3.456 3.140 -5.352
C -3.644 3.097 -2.653
C -3.120 3.196 -1.369
C -1.770 3.464 -1.203
O -1.148 3.561 0.027
C -2.006 3.567 1.163
C -2.762 2.266 1.355
O -3.825 2.233 1.927
O -2.228 1.173 0.830
H 1.069 3.912 -3.029
H 1.000 3.343 -1.362
H 0.639 5.012 -1.711
H -0.831 3.678 -4.435
H -4.694 2.884 -2.796
H -3.783 3.040 -0.530
H -2.722 4.387 1.109
H -1.353 3.744 2.018

Properties
**HOMO energy**: -10.6 eV
**Kohn-Sham gap**: 6.98 eV
**Energy relative to the best compared isomer or geometry (same formula, charge and spin)**: 7.3 kJ/mol
**Charge**: +1
**Lowest unoccupied orbital energy**: -3.586 eV

Results of the Mulliken charge analysis, in e, for atoms 1 through 5: 1.29 0.19 0.84 -0.69 -0.99

3.
A cluster of 4 separate species, C8H16Br4Cl4 in total in a non-equilibrium geometry, computed with the ωB97M-V functional and the def2-TZVPD basis.

Element x y z (Å)
Br -2.200 2.127 -0.847
C -0.900 3.064 0.369
C -1.566 4.355 0.755
Br -1.624 5.672 -0.825
H 0.075 3.250 -0.149
H -0.794 2.472 1.296
H -0.982 4.975 1.459
H -2.594 4.209 0.966
Br 0.499 -0.546 1.424
C 2.196 -0.370 2.326
C 3.294 -1.121 1.572
Br 2.816 -3.046 1.507
H 2.078 -0.662 3.384
H 2.432 0.646 2.270
H 4.354 -1.107 1.891
H 3.272 -0.807 0.516
Cl -1.077 -2.833 -0.765
C -1.086 -3.618 0.876
C -1.952 -2.847 1.818
Cl -1.611 -3.110 3.522
H -0.086 -3.711 1.213
H -1.432 -4.625 0.671
H -3.052 -2.960 1.595
H -1.748 -1.782 1.701
Cl 1.660 1.594 -2.833
C 0.858 0.123 -3.194
C -0.386 0.483 -3.936
Cl -1.406 -1.006 -4.405
H 0.699 -0.318 -2.252
H 1.445 -0.512 -3.826
H -0.183 0.993 -4.854
H -0.999 1.017 -3.244

Properties
**HOMO energy**: -10.1 eV
**Kohn-Sham gap**: 10.24 eV
**Structure (SMILES)**: BrCCBr.BrCCBr.ClCCCl.ClCCCl
**Lowest unoccupied orbital energy**: 0.125 eV

Results of the Mulliken charge analysis, in e, for atoms 1 through 5: -0.14 -0.36 -0.78 -0.16 0.35

4.
A structure of composition C35H26AuClIN4O2P in a non-equilibrium geometry, computed with the ωB97M-V functional and the def2-TZVPD basis.

Element x y z (Å)
Au -0.630 -0.558 -0.018
N -3.242 -3.705 -0.635
C -4.067 -2.719 -1.134
C -3.373 -1.564 -1.018
N -2.141 -1.845 -0.456
C -2.087 -3.150 -0.233
C -0.942 -3.827 0.356
N 0.164 -3.199 0.677
C 0.996 -4.155 1.199
C 0.379 -5.370 1.189
N -0.861 -5.150 0.648
H -3.480 -4.683 -0.594
H -5.049 -2.930 -1.516
H -3.660 -0.566 -1.293
H 1.985 -3.911 1.546
H 0.696 -6.347 1.509
H -1.561 -5.861 0.517
I -1.400 2.596 -0.025
C -0.772 4.551 -0.044
C -1.684 5.551 0.132
C -1.298 6.897 0.015
C -0.016 7.191 -0.327
C 0.944 6.168 -0.525
C 2.238 6.531 -0.957
C 3.174 5.578 -1.201
C 2.880 4.234 -0.927
C 1.639 3.818 -0.474
P 1.803 1.969 -0.323
C 3.464 1.857 0.410
C 3.747 2.638 1.535
C 4.978 2.538 2.159
C 5.942 1.672 1.655
C 5.671 0.903 0.533
C 4.432 0.989 -0.088
C 1.720 1.294 -1.976
C 1.961 -0.075 -2.154
C 1.920 -0.617 -3.426
C 1.615 0.190 -4.519
C 1.349 1.540 -4.345
C 1.405 2.097 -3.075
C 0.598 4.797 -0.328
H -2.716 5.306 0.344
H -2.028 7.681 0.161
H 0.295 8.218 -0.471
H 2.461 7.579 -1.113
H 4.159 5.835 -1.566
H 3.682 3.533 -1.093
H 3.012 3.333 1.924
H 5.190 3.144 3.029
H 6.910 1.603 2.133
H 6.425 0.239 0.132
H 4.237 0.385 -0.966
H 2.173 -0.718 -1.307
H 2.123 -1.670 -3.563
H 1.581 -0.241 -5.511
H 1.100 2.160 -5.195
H 1.201 3.148 -2.947
Cl 1.658 2.379 7.071
C 1.673 1.695 5.500
C 0.822 2.213 4.526
C 0.843 1.675 3.256
C 1.703 0.617 2.970
C 2.543 0.089 3.957
C 2.533 0.635 5.224
C 1.812 0.012 1.667
O 2.307 -0.975 1.284
O 1.054 0.827 0.549
H 0.156 3.026 4.778
H 0.178 2.074 2.496
H 3.205 -0.731 3.720
H 3.180 0.251 6.000

Properties
**HOMO energy**: -13.3 eV
**Kohn-Sham gap**: 7.92 eV
**Energy relative to the best compared isomer or geometry (same formula, charge and spin)**: 170.6 kJ/mol
**Charge**: +2
**Lowest unoccupied orbital energy**: -5.412 eV

Results of the Mulliken charge analysis, in e, for atoms 1 through 5: 0.38 -0.14 -0.60 -0.43 -0.28

5.
A structure of composition C27H34AlBrCl2F13N2O2PS2 in a non-equilibrium geometry, computed with the ωB97M-V functional and the def2-TZVPD basis.

Element x y z (Å)
C -4.978 -1.093 -2.226
C -4.028 -1.715 -1.231
C -4.526 -2.371 -0.119
C -3.648 -2.984 0.736
C -2.304 -2.938 0.488
C -1.753 -2.262 -0.573
C -0.286 -2.209 -0.924
C 0.683 -1.070 -0.495
C 2.071 -1.641 -0.906
C 2.233 -2.520 -2.159
C 2.297 -4.058 -1.907
N 1.043 -4.681 -2.365
C 0.212 0.265 -1.263
C 0.839 0.718 -2.580
F 0.116 1.745 -3.081
F 0.551 -0.290 -3.464
C 2.322 1.084 -2.874
F 3.187 0.060 -2.998
F 2.252 1.496 -4.185
C 3.029 2.293 -2.205
F 2.438 3.400 -2.664
F 3.033 2.270 -0.862
C 4.538 2.449 -2.622
F 5.300 1.488 -2.110
F 4.924 3.596 -2.026
F 4.710 2.622 -3.919
C -0.311 1.344 -0.223
Br -2.146 1.732 -0.996
C 0.319 2.736 -0.184
C -0.683 3.837 0.166
C 0.003 5.287 0.206
O -1.020 4.663 -0.818
N -0.431 0.563 1.097
S -0.319 1.749 2.489
P -2.175 0.130 1.601
S -2.321 -0.577 3.405
C 0.651 -0.483 1.001
C 2.126 -0.006 1.250
C 2.585 0.984 2.332
O 2.620 2.175 2.127
Cl 3.298 0.484 3.908
C 0.497 -1.799 1.831
C 1.015 -1.879 3.282
C 0.068 -2.796 4.125
Cl 2.601 -2.762 3.334
C -2.674 -1.675 -1.423
H -5.013 -0.005 -2.182
H -4.739 -1.419 -3.239
H -5.972 -1.495 -2.027
H -5.599 -2.379 0.012
H -4.042 -3.498 1.602
H -1.642 -3.461 1.170
H 0.140 -3.152 -0.591
H -0.316 -2.183 -2.008
H 2.448 -2.254 -0.081
H 2.829 -0.863 -0.973
H 1.536 -2.386 -2.983
H 3.211 -2.300 -2.589
H 2.407 -4.274 -0.844
H 3.109 -4.469 -2.512
H 0.952 -5.637 -2.059
H 0.917 -4.591 -3.362
H -0.746 -0.070 -1.637
H 0.640 3.087 -1.162
H 1.151 2.875 0.502
H -1.418 3.638 0.935
H -0.381 6.273 -0.092
H -0.465 5.387 1.231
H 0.158 1.066 3.551
H -2.986 -0.520 0.666
H -2.778 1.388 1.743
H 2.406 0.550 0.357
H 2.770 -0.870 1.385
H 0.999 -2.631 1.343
H -0.543 -2.097 1.894
H 1.037 -0.941 3.824
H -0.498 -2.183 4.820
H 0.647 -3.467 4.754
H -0.567 -3.424 3.503
H -2.256 -1.167 -2.289
F -2.413 6.290 5.019
Al -3.083 6.034 3.482
F -2.203 4.767 2.700
F -2.944 7.438 2.539
F -4.713 5.581 3.621

Properties
**HOMO energy**: -8.5 eV
**Kohn-Sham gap**: 6.74 eV
**Lowest unoccupied orbital energy**: -1.788 eV

Results of the Mulliken charge analysis, in e, for atoms 1 through 5: -1.49 0.41 -0.71 -1.21 0.88

6.
An isolated molecule of C6H8 in a non-equilibrium geometry, computed with the ωB97M-V functional and the def2-TZVPD basis.

Element x y z (Å)
C 1.337 -0.385 0.690
C 0.268 -1.170 0.782
C -0.719 -0.809 -0.266
C -1.597 0.402 0.003
C -0.319 0.539 -0.778
C 1.058 0.831 -0.185
H 2.277 -0.572 1.196
H 0.121 -2.048 1.406
H -0.632 -1.601 -1.003
H -1.589 0.772 1.029
H -2.542 0.612 -0.501
H -0.483 0.701 -1.841
H 1.091 1.723 0.449
H 1.773 0.977 -1.003

Properties
**HOMO energy**: -9.0 eV
**Kohn-Sham gap**: 10.24 eV
**Structure (SMILES)**: C1=C[C@H]2C[C@H]2C1
**Energy relative to the best compared isomer or geometry (same formula, charge and spin)**: 109.2 kJ/mol
**Lowest unoccupied orbital energy**: 1.230 eV

Results of the Mulliken charge analysis, in e, for atoms 1 through 5: -0.29 -0.69 -0.06 -0.79 -0.13

7.
A structure of composition C45H33Br2Cl5N11O4Y in a non-equilibrium geometry, computed with the ωB97M-V functional and the def2-TZVPD basis.

Element x y z (Å)
Y -0.757 0.715 -0.148
O 2.667 5.094 4.773
C 1.497 5.342 4.549
O 0.671 6.136 4.965
C 0.873 4.375 3.427
C 1.015 2.987 3.551
C 0.364 2.179 2.640
N -0.182 2.612 1.502
C -0.265 3.984 1.352
C 0.149 4.893 2.410
C -0.673 4.639 0.267
O -0.993 5.429 -0.542
O -2.312 2.869 -0.978
H 1.602 2.571 4.353
H 0.326 1.107 2.793
H -0.083 5.940 2.341
Cl -2.131 -0.801 -3.313
C -1.165 0.595 -3.587
C -0.570 1.178 -2.470
C 0.185 2.313 -2.778
Cl 0.936 3.078 -1.414
C 0.335 2.855 -4.051
Cl 1.273 4.272 -4.318
C -0.298 2.226 -5.124
Cl -0.156 2.869 -6.710
C -1.045 1.074 -4.889
Cl -1.808 0.260 -6.193
Br -6.053 6.306 0.301
C -4.929 4.824 0.680
C -3.979 4.428 -0.247
C -3.190 3.320 -0.003
C -3.325 2.556 1.187
C -4.297 3.011 2.102
C -5.087 4.111 1.858
N -2.548 1.435 1.325
C -2.705 0.612 2.366
C -2.056 -0.629 2.462
C -2.386 -1.521 3.522
C -1.854 -2.775 3.567
C -0.935 -3.148 2.570
C -0.607 -2.222 1.608
N -1.131 -0.996 1.510
H -3.865 4.981 -1.168
H -2.240 3.567 -1.653
H -4.457 2.473 3.022
H -5.831 4.419 2.574
H -3.380 0.848 3.182
H -3.085 -1.188 4.274
H -2.127 -3.469 4.346
H -0.485 -4.126 2.565
H 0.139 -2.474 0.866
C -0.281 -4.797 -3.001
N 0.208 -3.550 -2.486
C 1.349 -2.907 -2.861
C 1.348 -1.717 -2.195
N 0.235 -1.621 -1.414
C -0.427 -2.738 -1.622
H 0.544 -5.370 -3.421
H -1.018 -4.610 -3.785
H -0.750 -5.372 -2.203
H 2.049 -3.324 -3.556
H 2.071 -0.932 -2.249
H -1.360 -3.002 -1.165
C 3.398 0.983 -1.303
C 3.065 0.298 -0.028
N 1.866 0.150 0.501
C 2.059 -0.537 1.671
C 3.378 -0.797 1.850
N 4.018 -0.263 0.763
C 5.431 -0.375 0.521
N 5.875 -1.719 0.755
N 6.972 -1.959 1.498
N 7.188 -3.196 1.590
C 6.219 -3.871 0.907
C 6.003 -5.233 0.710
C 4.903 -5.586 -0.036
C 4.032 -4.629 -0.571
C 4.222 -3.277 -0.391
C 5.338 -2.909 0.351
H 2.491 1.155 -1.872
H 4.082 0.390 -1.911
H 3.870 1.946 -1.109
H 1.250 -0.822 2.309
H 3.905 -1.303 2.632
H 6.007 0.263 1.206
H 5.642 -0.074 -0.514
H 6.671 -5.964 1.133
H 4.690 -6.628 -0.215
H 3.182 -4.963 -1.148
H 3.536 -2.556 -0.808
Br -7.043 -2.643 -2.613
C -5.607 -1.754 -1.738
C -5.419 -0.391 -1.896
C -4.316 0.186 -1.283
N -3.439 -0.491 -0.553
C -3.670 -1.783 -0.368
C -4.727 -2.470 -0.941
H -6.096 0.205 -2.486
H -4.142 1.247 -1.385
H -2.982 -2.298 0.287
H -4.858 -3.528 -0.783

Properties
**HOMO energy (alpha / beta)**: -6.4 / -6.4 eV
**Kohn-Sham gap (alpha / beta)**: 5.32 / 6.06 eV
**Energy relative to the best compared isomer or geometry (same formula, charge and spin)**: 456.5 kJ/mol
**Lowest unoccupied orbital energy (alpha / beta)**: -1.047 / -0.352 eV

Results of the Mulliken charge analysis, in e, for atoms 1 through 5: -0.27 -0.68 0.20 -0.67 0.36

8.
A structure of composition C19H16CrIN2O in a non-equilibrium geometry, computed with the ωB97M-V functional and the def2-TZVPD basis.

Element x y z (Å)
Cr -0.046 -0.021 0.075
C -1.433 -1.074 2.120
C -2.239 -1.276 1.008
C -2.745 -0.179 0.301
C -2.436 1.111 0.716
C -1.607 1.311 1.823
C -1.121 0.223 2.532
H -1.061 -1.925 2.680
H -2.494 -2.278 0.709
H -3.383 -0.336 -0.557
H -2.854 1.951 0.198
H -1.366 2.318 2.142
H -0.532 0.384 3.417
I -0.892 1.725 -1.736
C -1.608 0.206 -2.971
C -2.218 0.498 -4.152
C -2.676 -0.553 -4.975
C -2.506 -1.850 -4.602
C -1.871 -2.180 -3.379
C -1.668 -3.517 -2.972
C -1.040 -3.788 -1.796
C -0.593 -2.741 -0.954
C -0.772 -1.418 -1.283
C -1.415 -1.129 -2.529
H -2.352 1.524 -4.468
H -3.160 -0.323 -5.914
H -2.859 -2.640 -5.253
H -2.005 -4.330 -3.602
H -0.884 -4.820 -1.502
H -0.097 -2.990 -0.019
N 2.734 0.377 1.071
C 3.670 0.325 2.008
C 3.070 -0.177 3.147
C 1.748 -0.392 2.773
N 1.547 -0.047 1.488
H 2.795 0.669 0.103
H 4.678 0.637 1.801
H 3.526 -0.361 4.102
H 0.948 -0.782 3.376
O 1.227 -0.042 -0.958

Properties
**HOMO energy (alpha / beta)**: -6.9 / -6.7 eV
**Kohn-Sham gap (alpha / beta)**: 7.13 / 7.16 eV
**2S+1**: 2
**Energy relative to the best compared isomer or geometry (same formula, charge and spin)**: 301.8 kJ/mol
**Lowest unoccupied orbital energy (alpha / beta)**: 0.279 / 0.417 eV

Results of the Mulliken charge analysis, in e, for atoms 1 through 5: 0.27 -0.08 -0.63 -0.28 -0.88

Please write out number 8 again, unchanged.
A structure of composition C19H16CrIN2O in a non-equilibrium geometry, computed with the ωB97M-V functional and the def2-TZVPD basis.

Element x y z (Å)
Cr -0.046 -0.021 0.075
C -1.433 -1.074 2.120
C -2.239 -1.276 1.008
C -2.745 -0.179 0.301
C -2.436 1.111 0.716
C -1.607 1.311 1.823
C -1.121 0.223 2.532
H -1.061 -1.925 2.680
H -2.494 -2.278 0.709
H -3.383 -0.336 -0.557
H -2.854 1.951 0.198
H -1.366 2.318 2.142
H -0.532 0.384 3.417
I -0.892 1.725 -1.736
C -1.608 0.206 -2.971
C -2.218 0.498 -4.152
C -2.676 -0.553 -4.975
C -2.506 -1.850 -4.602
C -1.871 -2.180 -3.379
C -1.668 -3.517 -2.972
C -1.040 -3.788 -1.796
C -0.593 -2.741 -0.954
C -0.772 -1.418 -1.283
C -1.415 -1.129 -2.529
H -2.352 1.524 -4.468
H -3.160 -0.323 -5.914
H -2.859 -2.640 -5.253
H -2.005 -4.330 -3.602
H -0.884 -4.820 -1.502
H -0.097 -2.990 -0.019
N 2.734 0.377 1.071
C 3.670 0.325 2.008
C 3.070 -0.177 3.147
C 1.748 -0.392 2.773
N 1.547 -0.047 1.488
H 2.795 0.669 0.103
H 4.678 0.637 1.801
H 3.526 -0.361 4.102
H 0.948 -0.782 3.376
O 1.227 -0.042 -0.958

Properties
**HOMO energy (alpha / beta)**: -6.9 / -6.7 eV
**Kohn-Sham gap (alpha / beta)**: 7.13 / 7.16 eV
**2S+1**: 2
**Energy relative to the best compared isomer or geometry (same formula, charge and spin)**: 301.8 kJ/mol
**Lowest unoccupied orbital energy (alpha / beta)**: 0.279 / 0.417 eV

Results of the Mulliken charge analysis, in e, for atoms 1 through 5: 0.27 -0.08 -0.63 -0.28 -0.88